1.
A molecular structure, C28H51AsClN5O3PSr. Source: the Open Molecules 2025 dataset; level of theory: wB97M-V/def2-TZVPD.

Values from the calculation:
Net charge = -1
HOMO = -3.85 eV
Energy relative to the best compared isomer or geometry (same formula, charge and spin) = 153.7 kcal per mole

Each line ends with the Löwdin charge.
Cartesian coordinates (Å):
Sr  1.0983  0.5927  -1.0786  1.32
N  1.0133  2.8621  -2.1533  -0.05
C  2.4487  2.6986  -1.7159  -0.38
C  3.0544  2.9613  -0.3492  -0.10
C  4.5957  2.8331  -0.6144  -0.74
O  5.0480  3.7218  -1.3641  -0.05
O  5.2078  1.8383  -0.1546  -0.08
H  1.0818  2.3634  -3.0466  0.05
H  0.8704  3.8308  -2.4143  0.09
H  3.0793  3.2300  -2.4295  0.12
H  2.5553  1.6513  -1.9251  -0.10
H  2.7543  2.3010  0.4675  0.10
H  2.9674  4.0296  -0.1407  0.12
N  -0.9388  0.8805  -0.0930  -0.43
P  -1.9152  0.6183  1.0524  0.52
N  -3.4648  0.0201  0.6060  -0.18
C  -3.5721  -1.4490  0.6770  -0.24
C  -2.6883  -2.1628  -0.3402  -0.17
C  -2.9586  -1.6141  -1.7631  -0.18
C  -4.1427  -0.6561  -1.7263  -0.21
C  -3.8531  0.4834  -0.7584  -0.25
N  -1.4455  -0.4708  2.2574  -0.21
C  -2.0347  -0.3410  3.5942  -0.23
C  -1.5651  -1.5023  4.4604  -0.19
C  -0.0579  -1.3766  4.7335  -0.20
C  0.6385  -0.6653  3.5634  -0.18
C  -0.0705  -0.9863  2.2533  -0.22
N  -2.4026  1.9828  1.9820  -0.20
C  -3.2654  2.8870  1.2068  -0.25
C  -3.4281  4.1893  1.9734  -0.19
C  -2.1096  4.9744  1.9476  -0.20
C  -0.9202  4.0163  1.7982  -0.19
C  -1.1778  2.6739  2.4755  -0.23
H  -4.6232  -1.7006  0.5060  0.11
H  -3.3380  -1.7792  1.6865  0.09
H  -2.8464  -3.2435  -0.2828  0.11
H  -1.6370  -1.9647  -0.1030  0.08
H  -3.1429  -2.4279  -2.4667  0.10
H  -2.0732  -1.0564  -2.0754  0.09
H  -5.0445  -1.2034  -1.4373  0.10
H  -4.3459  -0.2201  -2.7085  0.11
H  -4.7227  1.1483  -0.6957  0.10
H  -3.0006  1.0385  -1.1652  0.08
H  -3.1217  -0.3307  3.4958  0.11
H  -1.7538  0.6041  4.0761  0.10
H  -1.7677  -2.4315  3.9206  0.11
H  -2.1328  -1.5381  5.3926  0.10
H  0.3727  -2.3718  4.8715  0.10
H  0.1186  -0.8258  5.6612  0.10
H  1.6857  -0.9668  3.4996  0.11
H  0.6264  0.4179  3.7092  0.10
H  -0.0761  -2.0749  2.1066  0.11
H  0.4707  -0.5706  1.4031  0.06
H  -4.2246  2.3927  1.0701  0.10
H  -2.8348  3.0935  0.2153  0.11
H  -3.6843  3.9352  3.0057  0.11
H  -4.2545  4.7774  1.5684  0.10
H  -2.0078  5.5488  2.8726  0.10
H  -2.1057  5.6958  1.1266  0.10
H  -0.0248  4.4647  2.2356  0.11
H  -0.6975  3.8116  0.7482  0.10
H  -1.2481  2.8068  3.5631  0.11
H  -0.3180  2.0350  2.2555  0.08
C  5.0191  0.9071  -2.8367  -0.21
As  3.8370  0.0111  -1.6868  1.04
C  2.3405  0.1398  -3.3559  -0.25
C  4.7117  -1.6375  -1.7796  -0.20
O  3.0945  0.0587  -0.2130  -0.62
H  4.9675  0.2529  -3.7070  0.05
H  6.0046  0.8770  -2.3811  0.06
H  4.7321  1.9168  -3.0992  0.04
H  2.5649  -0.6938  -4.0179  -0.02
H  2.6216  1.0225  -3.9337  0.03
H  1.2323  0.1427  -3.3017  0.02
H  4.8711  -1.9079  -2.8206  0.04
H  4.1507  -2.4019  -1.2521  0.04
H  5.6788  -1.4508  -1.3059  0.06
Cl  2.0534  -3.2066  -4.1316  0.65
C  1.2060  -4.0531  -2.8386  -0.59
C  0.7693  -5.3324  -3.1536  -0.16
C  0.1533  -6.1152  -2.1955  -0.13
C  0.0010  -5.5857  -0.9143  -0.12
C  0.4187  -4.3051  -0.6325  -0.07
C  1.0296  -3.4427  -1.5830  -0.34
C  1.3598  -2.0883  -1.1689  -0.22
H  0.9331  -5.7081  -4.1556  0.09
H  -0.1940  -7.1107  -2.4396  0.08
H  -0.4640  -6.1781  -0.1343  0.09
H  0.2680  -3.8968  0.3609  0.10
H  1.9000  -1.6015  -1.9989  -0.09
H  2.0898  -2.0923  -0.3598  0.02

2.
A molecular structure, C28H51Br4F3O4Si2. Source: the Open Molecules 2025 dataset; level of theory: wB97M-V/def2-TZVPD.

Values from the calculation:
Net charge = -2
HOMO = 0.93 eV

Each line ends with the Löwdin charge.
Cartesian coordinates (Å):
C  6.9393  -3.2220  1.3399  -0.10
C  6.0250  -2.5283  2.3691  -0.24
C  6.6549  -1.3123  3.0871  -0.20
C  5.8984  0.0176  2.9232  -0.21
C  6.4653  0.9272  1.8349  -0.20
C  6.4487  0.3035  0.4170  -0.20
C  7.8555  -0.0091  -0.1016  -0.20
C  7.9625  -0.8877  -1.3750  -0.20
C  6.6626  -1.1396  -2.1325  -0.23
C  6.1150  0.0964  -2.8686  -0.20
C  4.5809  0.1027  -3.0131  -0.19
C  3.9079  1.4476  -2.6653  -0.21
C  3.0490  1.3600  -1.4004  -0.22
C  2.1988  2.6144  -1.1488  -0.21
C  0.9152  2.2806  -0.3631  -0.20
C  -0.3342  2.1088  -1.2583  -0.19
C  -1.3922  3.2255  -1.1002  -0.20
C  -2.7133  2.6896  -0.5416  -0.23
C  -3.5832  2.0193  -1.6187  -0.25
C  -5.1047  2.0800  -1.3331  -0.24
Si  -5.7056  0.3918  -0.7626  0.35
C  -7.5195  0.5015  -0.3495  -0.21
C  -8.0095  -0.5716  0.6462  -0.26
C  -9.1052  -1.5205  0.1394  -0.81
F  -9.5932  -1.1929  -1.1057  -0.04
Br  -8.4394  -3.3510  0.0843  0.77
C  -10.3071  -1.4780  1.1064  -0.97
F  -11.2932  -2.3058  0.6426  -0.02
F  -10.8339  -0.2187  1.0666  0.02
Br  -9.7434  -1.9366  2.8548  0.99
O  -5.2729  -0.5822  -2.0374  -0.44
Si  -6.1971  -1.6197  -2.9085  0.49
C  -4.9009  -0.0036  0.8730  -0.73
Br  -5.0213  1.4695  2.0779  0.80
C  -4.3334  -1.1087  1.3476  -0.78
C  -3.7347  -1.3535  2.6855  -0.18
Br  -4.2554  -2.6396  0.2026  0.75
H  6.5381  -3.1630  0.3273  0.06
H  7.0355  -4.2863  1.5641  0.06
H  7.9502  -2.8113  1.3430  0.06
H  5.6723  -3.2497  3.1051  0.10
H  5.1374  -2.1720  1.8426  0.09
H  6.6937  -1.5407  4.1549  0.10
H  7.6934  -1.1698  2.7744  0.09
H  5.9182  0.5701  3.8657  0.10
H  4.8486  -0.1836  2.6881  0.11
H  7.5069  1.1663  2.0789  0.11
H  5.9059  1.8645  1.8030  0.10
H  5.8242  -0.5915  0.4440  0.10
H  5.9690  1.0175  -0.2535  0.09
H  8.3532  0.9501  -0.2760  0.11
H  8.4064  -0.4849  0.7140  0.09
H  8.6986  -0.4376  -2.0468  0.10
H  8.3661  -1.8566  -1.0685  0.09
H  5.9044  -1.5854  -1.4853  0.09
H  6.8776  -1.9042  -2.8870  0.11
H  6.4506  0.9983  -2.3514  0.09
H  6.5668  0.1060  -3.8635  0.11
H  4.1322  -0.6705  -2.3849  0.10
H  4.3330  -0.1479  -4.0467  0.10
H  4.6771  2.2087  -2.4976  0.11
H  3.2535  1.7832  -3.4727  0.10
H  3.6840  1.1710  -0.5296  0.10
H  2.3635  0.5125  -1.5102  0.12
H  2.7914  3.3231  -0.5640  0.10
H  1.9334  3.0492  -2.1162  0.10
H  0.7250  3.0514  0.3862  0.10
H  1.0922  1.3488  0.1807  0.10
H  -0.7804  1.1375  -1.0373  0.11
H  0.0047  2.0692  -2.2980  0.10
H  -1.0024  3.9977  -0.4328  0.10
H  -1.5824  3.6625  -2.0845  0.10
H  -3.2903  3.4676  -0.0368  0.10
H  -2.4910  1.9322  0.2158  0.10
H  -3.3553  2.4335  -2.6066  0.10
H  -3.2787  0.9675  -1.6701  0.09
H  -5.3291  2.8194  -0.5645  0.05
H  -5.6450  2.2839  -2.2622  0.07
H  -7.5847  1.4589  0.1799  0.07
H  -8.1628  0.6214  -1.2237  0.07
H  -8.4143  -0.0705  1.5222  0.09
H  -7.1992  -1.1754  1.0599  0.05
H  -5.5346  -1.7562  -4.2338  -0.08
H  -7.5402  -1.0619  -3.1686  -0.05
H  -6.2669  -2.9607  -2.3086  -0.08
H  -2.6696  -1.0847  2.6481  0.08
H  -4.2720  -0.8108  3.4664  0.04
H  -3.8046  -2.4082  2.9348  0.06
C  -6.8311  -1.7567  4.6003  -1.02
O  -6.7568  -1.6837  3.3074  -0.23
O  -5.7854  -1.8279  5.3353  -0.20
O  -8.0159  -1.7750  5.1253  -0.29